Entry 1:
Entry from the OMol25 dataset: a 2-piece molecular cluster, C9H11O3 overall at a distorted geometry (ωB97M-V/def2-TZVPD).

XYZ file:
```
23
Properties=species:S:1:pos:R:3:mulliken_charge:R:1
C -0.130 -1.405 4.098 -1.366
C 0.332 -0.140 -0.025 0.104
C -0.039 -1.473 0.330 -0.561
C 0.320 0.813 1.003 -0.492
C -0.212 -1.833 1.647 -0.233
C -0.021 0.425 2.306 -0.414
C -0.115 -0.893 2.680 0.535
O 0.755 0.109 -1.225 -0.763
H 0.789 0.081 -2.629 0.590
H -0.133 -2.161 -0.498 0.363
H 0.455 1.862 0.809 0.385
H -0.428 -2.874 1.871 0.307
H -0.090 1.222 3.046 0.276
H -0.006 -0.578 4.800 0.349
H 0.625 -2.167 4.265 0.312
H -1.109 -1.808 4.402 0.277
C -0.348 2.060 -3.488 -0.607
C 0.129 0.885 -4.286 0.565
O 0.852 -0.020 -3.682 -0.591
O -0.145 0.847 -5.475 -0.661
H 0.089 2.977 -3.888 0.235
H -0.142 1.987 -2.427 0.184
H -1.428 2.084 -3.635 0.208
```

Computed properties:
Total charge: -1
Frontier orbital gap, eV: 7.1
Strongest force on any atom, eV/A: 1.4
Energy above the lowest of the compared OMol25 structures with the same formula, charge and spin, kcal per mole: 8.1
LUMO, Eh: 0.127
E, Eh: -575.34548

=====

Entry 2:
Entry from the OMol25 dataset: C9H11PS in the gas phase at a distorted geometry (ωB97M-V/def2-TZVPD).

XYZ file:
```
22
Properties=species:S:1:pos:R:3:mulliken_charge:R:1
C 0.626 -1.965 2.366 -0.229
C -0.383 -2.211 1.367 -0.752
C 1.562 -1.008 2.146 -0.445
C -0.706 -1.271 0.446 -0.178
C 1.484 -0.305 0.933 -0.199
C 0.305 -0.307 0.196 0.205
C -1.482 2.412 0.316 -0.670
C -1.185 1.950 -0.879 -0.295
C -0.224 0.016 -2.682 -1.081
P 0.351 0.880 -1.180 0.446
S 2.588 2.172 -1.585 -0.380
H 0.663 -2.664 3.284 0.278
H -1.154 -2.935 1.426 0.353
H 2.364 -0.923 2.928 0.325
H -1.539 -1.204 -0.174 0.552
H 2.324 0.462 0.712 0.105
H -2.254 3.141 0.277 0.286
H -0.823 2.131 1.107 0.290
H -1.477 2.265 -1.867 0.335
H -1.233 0.313 -2.932 0.389
H 0.391 0.187 -3.526 0.355
H -0.198 -1.135 -2.678 0.308
```

Computed properties:
Frontier orbital gap, eV: 7.5
Strongest force on any atom, eV/A: 3.7
Energy above the lowest of the compared OMol25 structures with the same formula, charge and spin, kcal per mole: 76.2
LUMO, Eh: -0.018
SMILES string: C=C[P@@](C)(=S)c1ccccc1
E, Eh: -1088.95320

=====

Entry 3:
Entry from the OMol25 dataset: C9H12 in the gas phase at a distorted geometry (ωB97M-V/def2-TZVPD).

XYZ file:
```
21
Properties=species:S:1:pos:R:3:mulliken_charge:R:1
C -2.846 -0.643 -0.563 -1.309
C -1.473 -0.174 -0.194 0.301
C -0.760 -0.904 0.669 -0.343
C 0.529 -0.238 1.093 -0.289
C -0.010 1.181 0.992 -0.909
C -0.610 1.194 -0.384 0.018
C 0.845 0.727 -0.921 -0.585
C 1.480 -0.093 -0.138 0.350
C 2.821 -0.805 -0.408 -1.085
H -3.171 -1.518 -0.085 0.361
H -3.435 0.188 -0.303 0.334
H -2.764 -1.012 -1.641 0.234
H -1.025 -1.979 1.097 0.187
H 0.966 -0.656 1.899 0.688
H 0.634 2.158 1.102 0.279
H -0.769 1.284 1.789 0.326
H -0.850 2.128 -1.016 0.342
H 1.070 0.865 -2.005 0.278
H 3.869 -0.520 0.158 0.223
H 2.994 -0.594 -1.565 0.258
H 2.621 -1.814 -0.314 0.341
```

Computed properties:
Frontier orbital gap, eV: 9.5
Strongest force on any atom, eV/A: 6.0
Energy above the lowest of the compared OMol25 structures with the same formula, charge and spin, kcal per mole: 81.3
LUMO, Eh: 0.039
SMILES string: CC1=C[C@@H]2C[C@H]1C=C2C
E, Eh: -349.97529

=====

Entry 4:
Entry from the OMol25 dataset: an isolated ion of composition C9H12Br2NO2 and charge +1 at a distorted geometry (ωB97M-V/def2-TZVPD).

XYZ file:
```
26
Properties=species:S:1:pos:R:3:mulliken_charge:R:1
C -0.896 -0.020 1.920 0.538
C -0.753 1.357 1.521 -0.744
C 1.354 1.799 0.117 -0.842
C 1.920 0.384 0.143 -0.913
C 0.704 -1.831 -0.432 -0.948
C -0.159 1.575 0.106 0.012
C 1.006 -0.377 -0.814 -0.097
C -1.345 -0.639 -0.280 -0.449
C -0.797 -1.962 -0.621 0.119
N -0.313 0.360 -0.761 0.104
O -0.914 -0.837 2.733 -0.293
O -2.603 -0.268 -0.580 -0.525
Br -1.617 -3.407 0.390 0.028
Br -1.174 -2.288 -2.679 -0.082
H -1.780 1.744 1.543 0.380
H -0.166 1.915 2.257 0.464
H 1.686 2.402 0.958 0.392
H 1.657 2.311 -0.797 0.382
H 2.958 0.347 -0.176 0.468
H 1.860 -0.036 1.149 0.304
H 1.259 -2.538 -1.047 0.425
H 0.953 -2.031 0.612 0.380
H -0.685 2.413 -0.356 0.360
H 1.380 -0.322 -1.838 0.543
H -0.585 0.669 -1.699 0.579
H -2.950 -0.719 -1.369 0.414
```

Computed properties:
Total charge: +1
Frontier orbital gap (alpha / beta), eV: 8.7 / 8.7
Strongest force on any atom, eV/A: 3.4
Energy above the lowest of the compared OMol25 structures with the same formula, charge and spin, kcal per mole: 0.0
LUMO (alpha / beta), Eh: -0.136 / -0.136
E, Eh: -5703.10918